A 14-piece molecular cluster, C28H84O14 overall, computed with ωB97M-V with the def2-TZVPD basis set.

XYZ file:
```
126
Properties=species:S:1:pos:R:3
C 6.005 1.394 0.991
C 4.878 1.455 -0.052
O 4.939 2.614 -0.843
H 6.967 1.608 0.526
H 6.066 0.421 1.478
H 5.803 2.113 1.787
H 3.897 1.332 0.414
H 4.975 0.589 -0.715
H 4.123 2.688 -1.353
C -1.702 -0.298 2.579
C -2.395 -1.080 3.706
O -2.029 -0.579 4.989
H -0.615 -0.334 2.657
H -2.025 0.725 2.382
H -1.968 -0.768 1.628
H -2.119 -2.135 3.687
H -3.484 -1.036 3.679
H -1.135 -0.900 5.138
C 4.478 -0.584 4.665
C 3.567 0.602 4.426
O 2.272 0.152 4.094
H 4.547 -1.125 3.720
H 4.115 -1.302 5.399
H 5.451 -0.176 4.938
H 3.950 1.263 3.643
H 3.588 1.254 5.304
H 1.910 0.741 3.423
C 2.319 4.567 -0.342
C 1.968 4.500 -1.834
O 2.588 3.323 -2.318
H 1.949 3.729 0.250
H 1.891 5.461 0.117
H 3.396 4.601 -0.182
H 2.321 5.371 -2.388
H 0.889 4.423 -1.982
H 2.442 3.262 -3.266
C -1.994 4.800 0.853
C -2.812 5.184 2.105
O -3.226 6.523 1.890
H -2.539 5.035 -0.062
H -1.696 3.751 0.852
H -1.113 5.435 0.752
H -2.190 5.185 3.001
H -3.669 4.539 2.306
H -4.029 6.483 1.364
C 3.313 0.260 -3.459
C 3.708 -1.186 -3.819
O 4.720 -1.084 -4.828
H 2.397 0.241 -2.866
H 3.043 0.833 -4.346
H 4.135 0.717 -2.909
H 2.775 -1.596 -4.212
H 4.089 -1.694 -2.933
H 5.178 -1.929 -4.827
C 0.476 -4.237 -3.318
C 1.786 -4.027 -2.496
O 1.597 -4.546 -1.189
H 0.631 -3.678 -4.242
H -0.320 -3.745 -2.755
H 0.111 -5.243 -3.515
H 2.008 -2.958 -2.468
H 2.668 -4.462 -2.970
H 1.616 -3.838 -0.535
C 0.075 3.168 4.176
C 0.369 3.107 2.701
O 1.658 2.527 2.587
H 0.686 3.936 4.652
H 0.244 2.220 4.686
H -0.990 3.323 4.362
H 0.370 4.072 2.193
H -0.362 2.481 2.190
H 2.275 3.112 3.037
C -3.792 -1.687 -2.267
C -4.656 -2.897 -2.599
O -5.977 -2.642 -2.179
H -3.820 -1.378 -1.224
H -3.901 -0.837 -2.942
H -2.784 -2.052 -2.478
H -4.279 -3.760 -2.041
H -4.660 -3.258 -3.630
H -6.507 -3.424 -2.355
C 2.192 -4.201 2.210
C 1.858 -2.691 2.097
O 1.724 -2.308 0.762
H 2.346 -4.488 3.249
H 3.098 -4.390 1.632
H 1.441 -4.873 1.793
H 2.726 -2.156 2.493
H 1.012 -2.397 2.721
H 1.564 -1.358 0.705
C -2.375 -3.807 0.544
C -3.745 -3.491 1.086
O -3.848 -3.784 2.466
H -2.132 -4.868 0.604
H -1.588 -3.210 1.007
H -2.340 -3.580 -0.523
H -4.525 -4.031 0.542
H -3.984 -2.459 0.810
H -4.749 -3.605 2.750
C -0.399 -0.369 -0.883
C 0.258 0.882 -0.347
O 1.313 0.568 0.555
H 0.220 -0.918 -1.594
H -1.349 -0.124 -1.359
H -0.636 -1.109 -0.118
H -0.473 1.435 0.251
H 0.594 1.584 -1.113
H 1.573 1.337 1.072
C -0.876 -1.246 -4.631
C -1.556 -2.430 -5.394
O -2.714 -2.008 -6.096
H -1.597 -0.778 -3.962
H -0.542 -0.470 -5.322
H 0.005 -1.592 -4.090
H -1.981 -3.142 -4.685
H -0.911 -2.955 -6.099
H -2.396 -1.753 -6.966
C -4.077 1.574 -0.032
C -5.566 1.735 -0.328
O -6.116 2.715 0.489
H -3.953 1.148 0.965
H -3.570 2.540 -0.012
H -3.510 0.924 -0.698
H -6.082 0.788 -0.153
H -5.700 2.015 -1.376
H -7.070 2.697 0.386
```

Results
Energy, eV: -59059.556
ΔE to the lowest compared entry with this formula, charge and spin, kcal per mole: 51.1
Strongest force on any atom, eV/Å: 2.1
LUMO level, eV: 0.38



A 13-piece molecular cluster, C28H87N21O13 overall, computed with ωB97M-V with the def2-TZVPD basis set.

XYZ file:
```
149
Properties=species:S:1:pos:R:3
C 12.916 14.030 7.373
C 12.139 13.138 8.337
C 10.787 13.710 8.699
O 9.941 13.791 7.622
C 8.643 14.151 8.022
N 12.240 11.745 7.685
H 12.363 14.271 6.478
H 13.801 13.467 7.095
H 13.276 14.947 7.900
H 12.656 13.017 9.264
H 11.051 14.762 9.030
H 10.309 13.112 9.551
H 8.150 14.583 7.150
H 8.649 15.037 8.658
H 7.994 13.409 8.497
H 12.154 11.898 6.694
H 11.416 11.200 7.779
C 10.973 8.315 15.855
C 9.523 8.660 16.151
C 9.467 9.996 16.884
O 9.944 9.870 18.181
C 9.090 9.177 19.072
N 8.780 8.872 14.885
H 11.589 8.623 16.693
H 11.229 8.838 14.929
H 11.081 7.246 15.644
H 9.102 7.838 16.763
H 8.437 10.404 16.769
H 10.174 10.686 16.439
H 8.008 9.362 18.931
H 9.413 9.517 20.050
H 9.192 8.100 18.979
H 8.669 8.016 14.415
H 7.873 9.310 15.016
C 13.208 11.635 16.257
C 13.283 11.854 17.740
C 12.418 13.094 18.027
O 12.977 14.287 17.320
C 12.260 15.440 17.539
N 12.774 10.752 18.520
H 13.836 12.256 15.719
H 12.173 11.643 15.874
H 13.555 10.605 15.954
H 14.298 12.053 18.036
H 12.336 13.347 19.136
H 11.358 12.805 17.745
H 12.978 16.236 17.389
H 11.939 15.591 18.621
H 11.386 15.576 16.906
H 11.794 10.556 18.265
H 12.904 10.760 19.529
C 15.986 14.783 14.833
C 15.555 16.230 15.108
C 16.615 17.216 14.705
O 17.717 17.320 15.573
C 17.512 18.018 16.791
N 14.316 16.533 14.263
H 16.157 14.500 13.775
H 15.182 14.151 15.189
H 16.806 14.574 15.482
H 15.264 16.340 16.184
H 16.157 18.203 14.518
H 16.954 16.889 13.754
H 17.102 17.379 17.639
H 16.818 18.869 16.600
H 18.501 18.354 17.024
H 13.712 17.232 14.689
H 13.857 15.721 13.886
C 16.949 10.989 14.747
C 16.767 10.612 13.335
C 15.326 10.987 12.912
O 15.247 10.733 11.538
C 13.865 10.821 11.104
N 17.760 11.366 12.603
H 16.561 12.003 14.805
H 18.036 10.813 15.089
H 16.281 10.337 15.416
H 16.867 9.507 13.066
H 15.103 11.987 13.289
H 14.628 10.274 13.431
H 13.411 11.788 11.385
H 13.280 10.001 11.578
H 13.901 10.692 9.994
H 18.036 10.848 11.722
H 17.283 12.147 12.170
C 14.817 7.084 18.285
O 15.257 6.088 17.719
N 14.288 8.112 17.535
N 14.816 7.401 19.630
H 14.046 7.938 16.565
H 14.022 8.971 17.995
H 15.669 7.063 20.115
H 14.544 8.343 19.836
C 14.995 8.157 8.381
O 15.426 8.409 9.508
N 14.963 6.937 7.742
N 14.635 9.134 7.473
H 14.983 6.096 8.329
H 14.706 6.903 6.774
H 14.476 10.032 7.850
H 13.952 8.737 6.824
C 18.743 8.598 10.285
O 19.949 8.728 10.371
N 18.044 8.924 9.117
N 17.999 8.040 11.283
H 17.030 8.987 9.153
H 18.571 9.445 8.431
H 17.022 8.060 10.969
H 18.260 8.265 12.256
C 19.180 7.881 17.626
O 20.309 7.582 17.272
N 18.361 7.045 18.426
N 18.644 9.056 17.251
H 18.790 6.175 18.490
H 17.447 6.940 17.949
H 19.075 9.493 16.456
H 17.657 9.348 17.444
C 21.602 12.089 10.122
O 22.132 12.958 9.481
N 20.512 12.152 10.876
N 22.188 10.871 10.221
H 20.175 13.071 11.008
H 20.559 11.623 11.710
H 21.551 10.105 10.265
H 22.867 10.851 9.483
C 14.755 14.731 11.311
O 13.748 14.210 11.776
N 15.623 14.001 10.470
N 15.222 15.952 11.581
H 16.639 14.233 10.590
H 15.566 13.038 10.747
H 14.622 16.488 12.151
H 16.168 16.147 11.277
C 18.968 14.478 13.227
O 18.616 14.404 12.057
N 19.117 15.693 13.843
N 19.289 13.412 14.022
H 19.217 15.872 14.875
H 18.914 16.538 13.339
H 18.886 12.464 13.893
H 19.414 13.598 15.005
C 20.326 8.947 14.196
O 19.141 8.452 14.123
N 20.942 9.426 13.105
N 20.891 9.365 15.354
H 20.532 8.989 12.311
H 21.953 9.609 13.007
H 21.785 9.902 15.418
H 20.802 8.636 16.045
```

Results
Energy, eV: -88361.278
ΔE to the lowest compared entry with this formula, charge and spin, kcal per mole: 74.2
Strongest force on any atom, eV/Å: 3.6
LUMO level, eV: 0.31



A 14-piece molecular cluster, C28H87N3O14 overall, computed with ωB97M-V with the def2-TZVPD basis set.

XYZ file:
```
132
Properties=species:S:1:pos:R:3
C 22.603 16.444 1.719
C 23.977 16.330 1.066
O 24.437 14.989 1.236
H 22.161 17.448 1.777
H 22.765 16.259 2.788
H 21.860 15.749 1.344
H 24.681 17.039 1.494
H 23.891 16.529 -0.012
H 23.855 14.448 0.677
C 20.678 18.538 -3.248
C 20.173 19.660 -4.131
O 19.217 19.096 -5.047
H 19.982 18.374 -2.421
H 21.609 18.852 -2.765
H 20.873 17.573 -3.710
H 20.972 20.174 -4.667
H 19.651 20.387 -3.500
H 18.788 19.808 -5.536
C 18.282 14.273 -1.619
C 18.847 15.670 -1.469
O 20.116 15.653 -0.810
H 18.181 13.719 -0.683
H 18.970 13.680 -2.224
H 17.317 14.289 -2.126
H 18.131 16.335 -0.977
H 18.957 16.071 -2.482
H 20.773 15.783 -1.508
C 15.367 11.903 1.065
C 15.090 11.903 -0.438
O 13.903 12.614 -0.730
H 14.455 11.582 1.580
H 15.549 12.894 1.486
H 16.156 11.227 1.396
H 14.983 10.858 -0.730
H 15.948 12.288 -0.999
H 13.947 13.450 -0.234
C 13.695 16.792 -1.249
C 14.930 15.979 -0.919
O 14.637 15.109 0.186
H 13.882 17.459 -2.096
H 13.469 17.501 -0.446
H 12.827 16.174 -1.462
H 15.817 16.571 -0.695
H 15.155 15.330 -1.769
H 14.596 15.665 0.972
C 24.085 14.876 -4.321
C 23.099 15.873 -3.766
O 22.010 15.297 -3.050
H 24.544 14.336 -3.488
H 24.879 15.390 -4.861
H 23.612 14.138 -4.972
H 22.709 16.503 -4.579
H 23.581 16.601 -3.108
H 21.631 14.593 -3.619
C 16.289 18.661 -2.880
C 15.976 17.910 -4.186
O 17.159 17.347 -4.737
H 16.509 17.983 -2.057
H 15.369 19.157 -2.547
H 17.046 19.433 -2.995
H 15.532 18.631 -4.885
H 15.209 17.149 -4.042
H 17.855 18.017 -4.562
C 20.544 12.944 2.894
C 19.643 13.352 1.749
O 19.514 14.766 1.720
H 20.699 11.860 2.917
H 20.031 13.213 3.822
H 21.537 13.390 2.916
H 18.676 12.864 1.919
H 20.066 13.046 0.784
H 19.709 15.085 0.821
C 17.564 22.025 -1.999
C 17.377 21.174 -0.751
C 18.553 20.229 -0.484
O 18.213 19.391 0.580
C 19.235 18.477 0.913
N 17.251 22.124 0.388
H 17.852 21.348 -2.812
H 18.366 22.762 -1.950
H 16.638 22.562 -2.190
H 16.452 20.598 -0.723
H 19.448 20.832 -0.266
H 18.814 19.661 -1.396
H 19.670 18.034 0.012
H 18.784 17.636 1.441
H 20.031 18.873 1.548
H 17.180 21.584 1.247
H 18.114 22.651 0.479
C 18.754 10.250 -4.394
C 17.896 9.649 -3.279
C 18.343 10.092 -1.900
O 19.539 9.470 -1.513
C 19.792 9.638 -0.145
N 16.509 10.120 -3.492
H 18.534 11.311 -4.500
H 18.557 9.811 -5.377
H 19.799 10.007 -4.195
H 17.853 8.559 -3.349
H 17.515 9.870 -1.209
H 18.434 11.188 -1.858
H 18.936 9.396 0.497
H 20.113 10.662 0.081
H 20.599 8.970 0.158
H 15.877 9.558 -2.927
H 16.203 10.004 -4.458
C 13.527 14.079 -5.146
C 14.212 12.749 -4.849
C 14.786 12.141 -6.126
O 15.196 10.791 -6.064
C 14.125 9.903 -5.837
N 15.318 13.030 -3.925
H 13.237 14.481 -4.170
H 12.736 14.074 -5.891
H 14.263 14.819 -5.484
H 13.506 12.062 -4.370
H 15.640 12.762 -6.410
H 14.075 12.267 -6.956
H 13.763 9.908 -4.809
H 14.452 8.885 -6.066
H 13.325 10.041 -6.573
H 15.766 12.132 -3.692
H 14.977 13.312 -3.006
O 23.050 13.732 -0.925
H 22.620 14.308 -1.587
H 22.659 12.863 -1.059
O 17.647 14.444 -4.771
H 17.418 15.374 -4.592
H 16.877 13.912 -4.441
O 20.177 13.518 -4.274
H 20.493 13.543 -5.184
H 19.260 13.874 -4.325
```

Results
Energy, eV: -63580.598
ΔE to the lowest compared entry with this formula, charge and spin, kcal per mole: 0.0
Strongest force on any atom, eV/Å: 2.1
LUMO level, eV: 0.34



- What is the formula in the third record?
  C28H87N3O14



- The highest strongest force on any atom belongs to which entry?
  C28H87N21O13